Entry 1:
29
Properties=species:S:1:pos:R:3:forces:R:3 method="wB97M-V/def2-TZVPD" e_homo_ha=-0.5258 total_charge=+1 fmax_ev_per_a=0.9 total_energy_ev=-12125.807 relative_energy_kj_mol=0.00 molar_mass_g_mol=138.23
C 0.250133 -2.882274 1.430320 -0.213 0.322 0.393
C 0.452005 -1.625755 0.603374 0.114 -0.064 0.324
C 1.077073 -0.399668 1.276432 0.458 0.058 -0.455
C 2.056302 0.324490 0.317708 -0.405 -0.058 0.255
C 1.338829 1.331416 -0.579571 -0.468 -0.409 -0.252
C 0.584318 2.410275 0.203099 -0.030 -0.426 0.726
N -0.850953 -1.293946 -0.093305 -0.355 -0.165 -0.583
H -0.542741 -2.788690 2.178937 -0.078 0.161 -0.152
H 1.148604 -3.084218 2.010674 0.106 -0.204 -0.275
H 0.006497 -3.714856 0.769382 0.147 -0.157 0.164
H 1.153277 -1.851661 -0.199231 -0.305 -0.311 -0.257
H 1.656041 -0.736323 2.135530 -0.219 -0.109 0.100
H 0.356373 0.338408 1.612110 -0.337 -0.176 0.322
H 2.786753 0.804060 0.954257 0.326 0.362 -0.053
H 2.580532 -0.427158 -0.277125 0.142 0.096 -0.009
H 0.606745 0.773338 -1.175054 0.085 0.077 0.034
H 1.978339 1.738808 -1.359922 0.405 0.197 0.305
H 0.516930 3.362771 -0.313978 -0.033 0.002 0.022
H -0.409590 2.064386 0.492462 -0.194 0.161 -0.464
H 1.014764 2.549915 1.200368 0.485 0.388 -0.272
H -1.611083 -0.858782 0.444822 0.550 0.603 0.337
H -1.315921 -2.131384 -0.457079 0.489 -0.086 -0.187
H -0.644870 -0.670088 -0.884420 -0.354 0.113 0.019
H -1.878989 0.272658 -2.947512 -0.020 0.120 -0.247
H -0.694020 1.193514 -3.292182 0.023 -0.007 -0.029
O -1.114832 0.718956 -2.567120 -0.307 -0.263 0.253
H -2.361663 1.534236 -0.683506 -0.372 0.161 -0.019
H -3.497267 1.181894 0.384016 -0.044 0.358 -0.331
O -2.577937 1.066584 0.130382 0.404 -0.746 0.330

Entry 2:
18
Properties=species:S:1:pos:R:3:forces:R:3 method="wB97M-V/def2-TZVPD" e_homo_ha=-0.2939 fmax_ev_per_a=1.7 total_energy_ev=-8899.853 relative_energy_kj_mol=177.91 molar_mass_g_mol=101.15 smiles="N/C=C/CCCO"
C -0.702684 1.858224 -0.028409 0.862 -1.015 -0.979
O -2.081675 1.568294 -0.204853 -0.451 0.938 0.759
C -0.060689 1.047422 1.097041 -0.982 0.325 0.227
C -0.358244 -0.456665 1.122159 1.229 0.535 -0.623
C 0.547760 -1.297761 0.237180 -1.030 0.016 0.907
C 0.882658 -1.074816 -1.017508 1.049 -0.835 -0.782
N 1.547255 -2.037940 -1.814211 0.366 0.666 0.026
H -0.265547 1.553086 -0.989104 0.015 0.161 0.188
H -0.442675 2.915652 0.086327 -0.464 0.060 0.108
H -2.595427 2.104660 0.429077 0.317 -0.465 -0.418
H -0.463849 1.486074 2.010883 0.056 -0.008 0.309
H 1.007117 1.219837 1.114189 0.348 0.072 -0.070
H -0.223122 -0.771039 2.151353 -0.186 -0.259 0.129
H -1.372405 -0.655434 0.794863 -0.348 0.086 0.273
H 0.730338 -2.282025 0.659300 0.084 -0.164 -0.267
H 0.850637 -0.134142 -1.548762 -0.641 0.183 0.189
H 1.838608 -2.886674 -1.364261 -0.292 -0.182 0.035
H 1.161940 -2.156754 -2.735262 0.070 -0.115 -0.011

Entry 3:
17
Properties=species:S:1:pos:R:3:forces:R:3 method="wB97M-V/def2-TZVPD" e_homo_ha=-0.3469 fmax_ev_per_a=0.3 total_energy_ev=-8430.363 relative_energy_kj_mol=84.66 molar_mass_g_mol=98.14 smiles=C[C@H]1OC[C@H]2C[C@H]21
C 1.969001 0.099294 -0.018423 0.040 0.012 -0.007
C 0.737652 -0.691328 -0.455860 0.100 0.100 -0.175
O 0.254620 -1.410482 0.680919 0.021 -0.017 0.043
C -1.013521 -0.928719 1.098465 -0.256 0.140 0.091
C -1.460807 0.139219 0.113829 -0.172 -0.205 -0.057
C -0.719243 1.405044 -0.226729 0.024 0.166 0.107
C -0.432527 0.143057 -0.980844 0.059 -0.087 -0.142
H 2.775792 -0.586793 0.254684 -0.106 0.076 -0.066
H 1.733749 0.694464 0.869903 0.073 -0.084 -0.150
H 2.323578 0.772921 -0.805534 -0.042 -0.124 0.043
H 1.030311 -1.422194 -1.220752 -0.073 0.075 0.108
H -1.744864 -1.747037 1.026815 0.138 0.090 0.140
H -0.949265 -0.621541 2.151267 -0.015 0.096 -0.201
H -2.520477 0.141696 -0.123664 0.163 -0.068 -0.062
H 0.057920 1.830062 0.400750 -0.182 -0.174 0.045
H -1.316942 2.151793 -0.743958 0.087 -0.104 0.139
H -0.724976 0.030543 -2.020868 0.143 0.109 0.145